Entry 1:
{
  "formula": "C3H11N6",
  "method": "ωB97M-V/def2-TZVPD",
  "species": ["C", "N", "C", "N", "N", "C", "N", "N", "N", "H", "H", "H", "H", "H", "H", "H", "H", "H", "H", "H"],
  "positions_angstrom": [[-0.176, -1.022, 2.833], [-0.471, -1.524, 1.516], [-0.623, -0.705, 0.550], [-1.040, -1.102, -0.687], [-0.452, 0.589, 0.601], [0.083, 1.055, -0.582], [-0.803, 1.743, -1.276], [1.134, 0.396, -0.973], [1.648, 0.448, -2.333], [-0.947, -1.338, 3.426], [-0.138, 0.144, 2.798], [0.830, -1.440, 3.151], [-1.276, -0.466, -1.457], [-1.688, -1.858, -0.656], [-0.002, 0.809, 1.488], [-0.573, 2.113, -2.166], [-1.400, 2.217, -0.625], [1.647, -0.172, -0.263], [1.630, -0.558, -2.849], [2.615, 0.671, -2.497]],
  "energy_ev": -12221.16036,
  "total_charge": 1,
  "relative_energy_kj_mol": 157.8,
  "smiles": "C/N=C(/N)N/C(N)=[NH+]/N",
  "homo_energy_ev": -12.6,
  "gap_ev": 8.66
}

Entry 2:
{
  "formula": "C3H11NO",
  "method": "ωB97M-V/def2-TZVPD",
  "species": ["C", "C", "O", "C", "H", "H", "H", "H", "H", "H", "H", "H", "N", "H", "H", "H"],
  "positions_angstrom": [[-0.917, 1.409, 0.784], [0.591, 1.283, 0.514], [1.047, -0.028, 0.267], [0.451, -1.198, 0.817], [-1.306, 2.307, 0.316], [-1.369, 0.527, 0.335], [-1.210, 1.357, 1.833], [1.204, 1.757, 1.287], [0.783, 1.915, -0.357], [-0.583, -1.249, 0.499], [0.566, -1.135, 1.906], [1.063, -2.055, 0.552], [-0.356, -1.045, -2.168], [-0.101, -1.471, -3.059], [-0.317, -1.889, -1.617], [0.451, -0.487, -1.911]],
  "energy_ev": -6825.94878,
  "relative_energy_kj_mol": 125.1,
  "smiles": "CCOC.N",
  "homo_energy_ev": -9.6,
  "gap_ev": 10.63
}

Entry 3:
{
  "formula": "C3H11NO",
  "method": "ωB97M-V/def2-TZVPD",
  "species": ["N", "C", "O", "H", "H", "H", "H", "H", "C", "C", "H", "H", "H", "H", "H", "H"],
  "positions_angstrom": [[1.983, 2.119, -0.403], [3.128, 1.952, -1.261], [3.095, 2.692, -2.477], [1.710, 3.094, -0.359], [1.187, 1.579, -0.722], [4.003, 2.275, -0.708], [3.275, 0.893, -1.484], [2.179, 2.680, -2.787], [-3.586, -2.654, 1.684], [-4.162, -3.885, 2.361], [-3.980, -2.610, 0.664], [-2.511, -2.712, 1.580], [-3.844, -1.715, 2.172], [-3.890, -3.932, 3.418], [-5.242, -3.918, 2.306], [-3.802, -4.796, 1.882]],
  "energy_ev": -6826.60691,
  "relative_energy_kj_mol": 61.6,
  "smiles": "NCO.CC",
  "homo_energy_ev": -9.8,
  "gap_ev": 10.79
}

Entry 4:
{
  "formula": "C3H11NO2",
  "method": "ωB97M-V/def2-TZVPD",
  "species": ["C", "N", "C", "C", "O", "H", "H", "H", "H", "H", "H", "H", "H", "H", "O", "H", "H"],
  "positions_angstrom": [[-1.275, 0.339, -0.824], [-0.220, -0.288, -0.054], [-0.137, 0.137, 1.349], [1.209, -0.303, 1.948], [2.175, 0.739, 2.015], [-1.886, 1.087, -0.294], [-2.013, -0.385, -1.166], [-0.908, 0.941, -1.653], [0.686, -0.143, -0.481], [-0.255, 1.219, 1.486], [-0.951, -0.373, 1.870], [1.019, -0.602, 2.961], [1.541, -1.161, 1.371], [1.807, 1.527, 1.604], [-0.298, -0.812, -3.749], [0.510, -1.049, -3.292], [-1.004, -0.875, -3.092]],
  "energy_ev": -8873.46997,
  "relative_energy_kj_mol": 98.4,
  "smiles": "CNCCO.O",
  "homo_energy_ev": -9.3,
  "gap_ev": 10.05
}

Entry 5:
{
  "formula": "C3H11NO2",
  "method": "ωB97M-V/def2-TZVPD",
  "species": ["C", "C", "O", "H", "H", "H", "H", "H", "H", "C", "N", "O", "H", "H", "H", "H", "H"],
  "positions_angstrom": [[-1.203, -0.071, 0.840], [-1.729, 0.267, -0.527], [-1.386, -1.334, 1.315], [-1.171, -1.993, 0.639], [-1.452, 0.641, 1.615], [0.314, -0.556, 0.039], [-2.827, 0.249, -0.516], [-1.407, 1.266, -0.820], [-1.394, -0.443, -1.289], [1.709, 0.429, -1.138], [1.330, -0.678, -0.247], [2.063, -0.723, 0.829], [1.244, 0.283, 1.692], [0.462, 0.572, 1.643], [1.702, 1.381, -0.594], [1.024, 0.468, -1.987], [2.721, 0.243, -1.495]],
  "energy_ev": -8868.35128,
  "relative_energy_kj_mol": 592.2,
  "homo_energy_ev": [-8.7, -7.8],
  "gap_ev": [8.95, 7.72]
}

Entry 6:
{
  "formula": "C3H11NO2",
  "method": "ωB97M-V/def2-TZVPD",
  "species": ["C", "C", "O", "C", "N", "H", "H", "H", "H", "H", "H", "H", "H", "H", "O", "H", "H"],
  "positions_angstrom": [[2.513, -0.193, -1.276], [1.660, -0.315, 0.013], [2.418, -0.973, 1.053], [0.389, -0.995, -0.263], [-0.452, -0.978, 0.988], [3.516, -0.542, -1.183], [2.021, -0.975, -1.826], [2.633, 0.886, -1.533], [1.637, 0.732, 0.414], [1.835, -1.474, 1.621], [-0.105, -0.699, -1.257], [0.683, -2.043, -0.519], [-0.909, -0.108, 0.980], [-1.251, -1.594, 0.991], [-5.387, 2.788, 0.772], [-6.246, 2.840, 0.291], [-4.955, 3.644, 0.736]],
  "energy_ev": -8873.31069,
  "relative_energy_kj_mol": 113.7,
  "smiles": "C[C@H](O)CN.O",
  "homo_energy_ev": -9.7,
  "gap_ev": 10.50
}